{"formula": "C24H46BCl16FO6", "method": "wB97M-V/def2-TZVPD", "total_charge": 0, "multiplicity": 1, "total_energy_ev": -241671.2271, "smiles": "CCOCC[C@@]1([C@@H](C)F)OC(=O)O[C@]1(CCCCCOC)B(C)O.ClCCl.ClCCl.ClCCl.ClCCl.ClCCl.ClCCl.ClCCl.ClCCl", "e_homo_ev": -9.5276, "species": ["C", "C", "O", "C", "C", "C", "C", "C", "F", "O", "C", "O", "O", "C", "C", "C", "C", "C", "C", "O", "C", "B", "C", "O", "H", "H", "H", "H", "H", "H", "H", "H", "H", "H", "H", "H", "H", "H", "H", "H", "H", "H", "H", "H", "H", "H", "H", "H", "H", "H", "H", "H", "H", "H", "Cl", "C", "Cl", "H", "H", "Cl", "C", "Cl", "H", "H", "Cl", "C", "Cl", "H", "H", "Cl", "C", "Cl", "H", "H", "Cl", "C", "Cl", "H", "H", "Cl", "C", "Cl", "H", "H", "Cl", "C", "Cl", "H", "H", "Cl", "C", "Cl", "H", "H"], "positions_angstrom": [[2.51752, 1.93160, 1.05830], [1.00415, 1.81605, 0.87319], [0.45350, 0.83010, 1.76286], [-0.78946, 0.32794, 1.27820], [-0.51567, -1.12557, 0.78506], [-1.55873, -1.75208, -0.16702], [-1.21855, -1.44934, -1.67168], [-0.98935, 0.02737, -2.01904], [0.01324, -2.07496, -1.91006], [-1.20827, -3.16457, -0.08274], [-2.32718, -3.91894, -0.36303], [-2.36650, -4.88534, -0.95800], [-3.35033, -3.24612, 0.20911], [-3.07293, -1.79691, 0.24283], [-3.44882, -1.47678, 1.72669], [-4.10996, -0.08616, 1.93401], [-5.66629, -0.24016, 2.05795], [-6.45971, 0.99935, 1.54540], [-5.74926, 2.34772, 1.76159], [-6.66617, 3.42118, 1.59061], [-6.83762, 3.75469, 0.22519], [-4.17221, -1.25094, -0.83240], [-4.25566, 0.24480, -1.37184], [-5.10707, -2.13871, -1.31755], [2.82173, 2.82839, 0.49937], [2.81295, 1.98668, 2.12315], [2.98466, 1.04608, 0.61100], [0.46545, 2.75973, 1.05719], [0.85810, 1.42541, -0.15535], [-1.43080, 0.26563, 2.16905], [-1.24850, 0.99422, 0.53588], [0.49824, -1.16882, 0.36551], [-0.50023, -1.75367, 1.68650], [-1.91814, -1.95048, -2.36121], [-1.14913, 0.12920, -3.10564], [0.06803, 0.25228, -1.84856], [-1.68378, 0.72390, -1.54779], [-4.18634, -2.23689, 2.01390], [-2.58446, -1.63545, 2.38555], [-3.80405, 0.67963, 1.21719], [-3.76959, 0.27351, 2.92037], [-5.87575, -0.51502, 3.09902], [-5.92499, -1.13233, 1.46031], [-6.76023, 0.85674, 0.49725], [-7.40544, 1.05367, 2.10033], [-4.90623, 2.48155, 1.05619], [-5.34119, 2.42890, 2.77941], [-7.73040, 4.37469, 0.09110], [-6.96282, 2.86700, -0.42187], [-5.92563, 4.27980, -0.11369], [-3.97235, 0.23168, -2.43961], [-5.31996, 0.53931, -1.34962], [-3.63167, 0.97510, -0.84684], [-5.99898, -1.77100, -1.22461], [5.97704, 1.36338, 2.01743], [5.24750, 0.76164, 3.51077], [3.72794, -0.07140, 3.17386], [5.93148, 0.06432, 3.98336], [5.05542, 1.59898, 4.17400], [3.69220, -1.27319, -1.01259], [3.20251, -2.83820, -1.67482], [4.59966, -3.88628, -1.95783], [2.53716, -3.32371, -0.96819], [2.68929, -2.67478, -2.61608], [8.18608, 3.28032, -0.78194], [8.66726, 1.67529, -1.35270], [7.36731, 0.49879, -1.14797], [8.91578, 1.73780, -2.40858], [9.53163, 1.34529, -0.78497], [-9.65188, -0.36109, 0.61881], [-9.99949, -1.15940, 2.15799], [-8.66065, -0.99406, 3.30222], [-10.88637, -0.70989, 2.59148], [-10.17007, -2.21437, 1.97228], [8.74039, 2.90561, -7.17491], [8.38894, 2.11850, -5.63379], [9.76669, 2.21273, -4.52731], [7.53865, 2.61121, -5.17401], [8.16030, 1.07388, -5.81685], [1.78389, 5.35173, -0.82344], [2.16390, 4.40622, -2.26731], [1.31803, 2.85293, -2.26776], [1.86098, 4.96905, -3.14372], [3.23282, 4.22112, -2.29450], [9.61452, -1.24611, -2.89098], [9.28448, -2.88347, -2.30911], [9.16168, -2.93407, -0.54791], [8.34577, -3.22211, -2.73546], [10.09330, -3.53455, -2.62288], [3.85748, -3.24841, 2.08789], [3.46805, -4.08935, 3.59040], [4.81091, -4.02136, 4.73945], [2.59974, -3.61821, 4.03932], [3.25250, -5.12842, 3.36527]], "forces_ev_per_a": [[-0.6, 0.2, 0.0], [0.3, -0.9, 0.0], [-0.1, 0.5, -0.3], [0.6, -0.9, 0.8], [-0.9, 0.8, 0.3], [1.4, -1.2, 0.0], [0.1, 0.6, 0.6], [-0.4, -0.5, -1.1], [-0.1, 0.1, -0.2], [0.0, -0.4, -0.5], [0.5, 5.6, 3.1], [-0.1, -4.7, -2.3], [-0.1, -0.5, -0.7], [-0.9, -1.2, 0.1], [0.0, 0.9, -0.6], [-0.2, -0.4, 1.4], [0.8, 0.3, -1.1], [0.0, -0.4, 0.8], [-0.1, -0.1, -0.3], [-0.2, -0.1, -0.1], [0.4, -0.1, -0.3], [0.1, 0.8, -0.1], [-0.2, -0.4, 0.1], [0.0, 0.2, 1.1], [0.2, -0.2, 0.3], [-0.3, 0.3, -0.8], [0.1, 0.3, 0.2], [0.2, -0.1, -0.4], [-0.2, 0.6, 0.5], [-0.1, 0.2, -0.4], [0.1, -0.1, 0.1], [-0.4, 0.0, -0.2], [0.1, 0.1, -0.3], [-0.1, 0.2, 0.4], [0.1, 0.1, 0.3], [-0.3, 0.1, 0.3], [0.4, -0.1, 0.1], [0.2, 0.1, -0.1], [-0.1, 0.1, -0.3], [0.0, -0.4, 0.0], [0.0, 0.1, -0.4], [-0.1, 0.3, -0.2], [-0.3, 0.3, 0.2], [0.3, 0.1, 0.2], [0.2, 0.1, -0.2], [-0.2, -0.1, 0.2], [-0.2, -0.1, -0.2], [0.3, 0.0, 0.3], [0.0, 0.2, 0.3], [-0.4, 0.0, -0.1], [0.0, 0.0, 0.3], [0.4, 0.2, 0.0], [-0.3, 0.0, -0.2], [0.2, -0.1, -0.7], [0.1, 0.0, 0.0], [0.0, 0.0, 0.1], [0.1, -0.2, 0.5], [0.0, 0.0, -0.1], [-0.1, 0.0, -0.1], [-0.1, 0.1, 0.0], [-0.2, 0.0, 0.0], [0.0, 0.0, 0.0], [0.1, 0.0, 0.0], [0.1, 0.0, 0.0], [0.1, 0.1, 0.0], [0.1, -0.2, -0.1], [-0.2, 0.1, 0.1], [-0.2, 0.0, 0.3], [-0.1, 0.0, 0.1], [-0.1, 0.0, 0.0], [-0.1, -0.1, 0.1], [-0.2, -0.2, 0.1], [0.1, 0.1, 0.0], [0.1, 0.0, 0.0], [-0.1, 0.0, 0.0], [-0.2, -0.1, 0.0], [0.1, 0.0, -0.3], [0.1, 0.1, 0.0], [0.1, 0.0, 0.0], [0.0, 0.0, 0.0], [0.1, 0.1, -0.1], [0.1, 0.1, -0.3], [-0.1, 0.0, 0.1], [-0.1, -0.1, 0.1], [0.2, -0.1, -0.3], [-0.1, -0.1, 0.0], [0.0, -0.1, 0.0], [0.0, 0.1, 0.1], [0.0, 0.1, 0.1], [-0.1, -0.2, -0.1], [-0.1, 0.0, 0.0], [0.0, 0.0, 0.1], [0.1, 0.1, 0.0], [0.1, 0.0, 0.0]], "mulliken_charge": [-0.685, 0.832, -0.483, -0.288, -1.521, 0.805, 0.058, -1.113, -0.329, -0.417, 0.432, -0.499, -0.513, 1.599, -1.932, -0.299, -0.987, -0.366, -0.302, -0.458, -0.614, 0.240, -0.795, -0.581, 0.239, 0.178, -0.006, 0.263, -0.578, 0.153, 0.414, 0.329, 0.434, 0.589, 0.353, -0.001, 0.308, 0.657, 0.358, -0.051, 0.829, 0.463, 0.387, 0.150, 0.235, 0.203, 0.282, 0.280, 0.241, 0.275, 0.337, 0.342, 0.149, 0.342, -0.090, -0.463, -0.053, 0.317, 0.319, -0.074, -0.291, -0.169, 0.147, 0.365, -0.178, 0.404, -0.050, -0.500, 0.330, -0.131, -0.338, -0.108, 0.327, 0.290, -0.158, -0.215, -0.182, 0.267, 0.279, -0.157, -0.384, -0.038, 0.331, 0.278, -0.089, -0.290, -0.140, 0.213, 0.314, -0.049, -0.379, -0.166, 0.248, 0.334]}

{"formula": "C2H4FIO", "method": "wB97M-V/def2-TZVPD", "total_charge": 0, "multiplicity": 1, "total_energy_ev": -15003.3303, "relative_energy_kcal_mol": 10.0, "smiles": "CO[C@@H](F)I", "e_homo_ev": -9.6000, "species": ["C", "O", "C", "F", "I", "H", "H", "H", "H"], "positions_angstrom": [[-0.79228, -0.94749, 0.19102], [-0.57925, 0.43175, 0.51949], [0.41983, 1.03991, -0.13036], [0.63604, 2.28980, 0.31977], [2.33168, -0.08450, -0.11495], [-1.57046, -1.40857, 0.79473], [0.03769, -1.46694, 0.53263], [-0.90990, -1.05209, -0.84501], [0.42666, 1.19814, -1.26733]], "forces_ev_per_a": [[-0.5, 0.8, 1.2], [-0.4, 0.4, 0.2], [1.1, 0.4, -2.7], [-0.3, -0.3, 0.9], [0.4, 0.0, 0.4], [-0.7, 0.8, -0.2], [1.9, -1.1, 0.2], [-0.4, -0.4, -1.5], [-1.1, -0.8, 1.4]], "mulliken_charge": [-0.794, -0.271, 0.030, -0.210, -0.050, 0.246, 0.374, 0.360, 0.316]}